[1]
{
  "formula": "C3H4O2",
  "method": "the ωB97M-V functional and the def2-TZVPD basis",
  "species": ["O", "O", "C", "C", "C", "H", "H", "H", "H"],
  "xyz": [[-2.0813, -0.3701, 0.0282], [-1.0778, 1.6238, -0.0269], [1.5032, 0.2842, 0.0065], [-0.9935, 0.4514, -0.0068], [0.2956, -0.3004, -0.0578], [1.4854, 1.3480, 0.0746], [0.2102, -1.4204, -0.1299], [-1.7708, -1.3118, -0.0044], [2.4290, -0.3047, 0.1166]],
  "nbo_charge": [-0.67, -0.55, -0.29, 0.75, -0.34, 0.22, 0.19, 0.48, 0.21],
  "homo_lumo_gap_ha": 0.40794,
  "homo_ev": -10.702,
  "total_charge": 0,
  "spin_multiplicity": 1,
  "e_above_lowest_kcal_mol": 12.0
}

---

[2]
{
  "formula": "C14H29FO5Ti",
  "method": "the ωB97M-V functional and the def2-TZVPD basis",
  "species": ["Ti", "F", "O", "O", "O", "O", "O", "C", "C", "C", "C", "C", "C", "C", "C", "C", "C", "C", "C", "C", "C", "H", "H", "H", "H", "H", "H", "H", "H", "H", "H", "H", "H", "H", "H", "H", "H", "H", "H", "H", "H", "H", "H", "H", "H", "H", "H", "H", "H", "H"],
  "xyz": [[0.0484, 0.2297, 0.2099], [0.7896, 1.5086, -1.7146], [-0.2588, 1.4926, -4.4150], [3.6824, -1.3269, 0.6713], [-1.4296, 1.8417, 1.6523], [3.1974, 2.2163, 3.3255], [-0.7630, -1.9424, 0.1431], [3.0711, -0.9747, -1.6101], [2.2574, 3.2899, 1.3568], [-0.9465, -2.9133, 1.1699], [-2.3472, -0.0194, 3.0103], [-1.1827, 0.5826, -4.4986], [-1.9035, 0.0378, -3.3084], [-3.7552, 1.9195, 1.8871], [-0.7371, -4.3185, 0.5602], [-2.4509, 1.3078, 2.1596], [-1.7710, 0.3051, -5.8460], [1.4587, 3.8656, 3.6764], [3.4192, -1.8108, -0.4214], [3.4384, -3.2712, -0.5479], [2.4354, 3.0994, 2.9302], [-2.4534, -0.5314, -5.6958], [-3.0891, -0.1282, 3.8014], [-1.3624, -4.4090, -0.3281], [-2.7439, 0.6939, -3.0819], [1.6279, 4.1666, 1.2044], [-4.1302, 2.6185, 2.6347], [1.9907, -0.8496, -1.6834], [-2.3965, 1.1121, -6.2276], [-1.3792, -0.1653, 3.4898], [-4.5223, 1.1482, 1.8184], [1.1684, 4.8070, 3.2100], [-2.2588, -0.9561, -3.5806], [2.9201, -3.7110, -1.3999], [3.7024, -1.1589, -2.4793], [3.2507, 3.4021, 0.9222], [4.4318, -3.7049, -0.6628], [0.5661, 3.2607, 3.8356], [-0.7750, -5.0764, 1.3427], [3.4269, 0.0306, -1.3845], [1.8201, 2.3912, 0.9219], [-1.1913, -0.0803, -2.4917], [-2.6738, -0.7899, 2.3120], [-0.3881, -2.8888, 2.1057], [-1.9878, -2.8478, 1.4855], [0.2301, -4.3345, 0.0577], [-0.9974, -0.0386, -6.5327], [-3.9263, 2.3493, 0.9001], [1.8083, 4.1283, 4.6749], [3.0797, -3.5571, 0.4408]],
  "lowdin_spin": [2.17, 0.02, 0.00, 0.01, 0.17, 0.00, 0.03, 0.01, 0.01, 0.01, 0.04, 0.00, 0.01, 0.06, 0.00, 0.35, 0.00, 0.00, 0.01, 0.00, 0.00, 0.00, 0.01, 0.00, 0.00, 0.00, 0.02, 0.01, 0.00, 0.00, 0.01, 0.00, 0.00, 0.00, 0.00, 0.00, 0.00, 0.00, 0.00, 0.00, 0.01, 0.01, 0.01, 0.00, 0.00, 0.00, 0.00, 0.01, 0.00, 0.00],
  "homo_lumo_gap_ha": [0.15663, 0.30683],
  "homo_ev": [-1.257, -5.465],
  "total_charge": -1,
  "spin_multiplicity": 4
}

---

[3]
{
  "formula": "C4H10N2O3",
  "method": "the ωB97M-V functional and the def2-TZVPD basis",
  "species": ["O", "O", "O", "N", "N", "C", "C", "C", "C", "H", "H", "H", "H", "H", "H", "H", "H", "H", "H"],
  "xyz": [[-0.9410, 0.9489, -1.9799], [-1.8991, -1.6477, -0.1151], [0.1543, -1.7862, -1.3023], [0.1998, -1.4185, 0.9891], [1.1744, -0.4357, 1.2831], [0.4680, 1.4724, -0.0587], [-0.5659, -1.2647, -0.1691], [0.7446, 0.9541, 1.3036], [-0.7137, 0.7886, -0.6558], [-0.0081, 1.0434, 2.0264], [1.3421, 1.2946, -0.7481], [1.7965, -0.6087, 0.5629], [-1.6229, 1.0971, -0.2597], [1.6898, 1.5939, 1.6849], [0.6225, -2.4933, -1.0293], [-0.2694, -1.6037, 1.7978], [-0.0259, 0.9912, -2.2995], [0.1662, 2.5260, -0.0914], [-2.3121, -1.4517, -0.9389]],
  "nbo_charge": [-0.68, -0.72, -0.75, -0.53, -0.44, -0.48, 0.62, -0.23, 0.10, 0.21, 0.19, 0.34, 0.16, 0.20, 0.47, 0.37, 0.46, 0.22, 0.49],
  "homo_lumo_gap_ha": 0.31558,
  "homo_ev": -7.732,
  "total_charge": 0,
  "spin_multiplicity": 1,
  "e_above_lowest_kcal_mol": 106.3
}

---

[4]
{
  "formula": "C20H25BrN5O7S2",
  "method": "the ωB97M-V functional and the def2-TZVPD basis",
  "species": ["Br", "S", "S", "O", "O", "O", "O", "O", "O", "O", "N", "N", "N", "N", "N", "C", "C", "C", "C", "C", "C", "C", "C", "C", "C", "C", "C", "C", "C", "C", "C", "C", "C", "C", "C", "H", "H", "H", "H", "H", "H", "H", "H", "H", "H", "H", "H", "H", "H", "H", "H", "H", "H", "H", "H", "H", "H", "H", "H", "H"],
  "xyz": [[-3.7866, 6.8923, -0.9337], [2.4441, 2.5836, 3.8224], [-1.6308, 4.9405, 0.4692], [3.2235, 3.7485, 3.3736], [-1.1224, -0.9201, 0.3458], [-3.9994, -1.5973, -1.6967], [2.8362, 2.2005, 5.1872], [0.7770, 3.7269, 1.8266], [0.2846, -5.3134, -2.3421], [-0.9865, -5.0242, -4.1363], [-1.9074, -1.2130, -2.4422], [-2.9231, 5.1178, 2.7392], [0.7896, 2.9124, 3.9250], [-1.4622, -3.0633, 0.6996], [-1.1217, 3.8288, 3.0511], [3.8695, 0.4279, -0.8065], [0.1893, 3.4941, 2.8637], [0.2103, -2.4098, -2.1245], [-1.2495, -2.2724, -1.6650], [3.0128, -1.0717, 1.0567], [-0.1444, -4.6324, -3.3009], [-3.0721, 5.9159, 0.5460], [2.5498, -1.2554, 2.3631], [2.6148, 1.1400, 2.7284], [-3.6121, 5.8839, 1.8047], [-1.8727, 4.5809, 2.1789], [3.2829, 0.2177, 0.5715], [3.0017, -0.1698, -1.9073], [3.0606, 1.3183, 1.4114], [2.3632, -0.1554, 3.2038], [-3.7106, 0.1636, -3.2571], [-1.6389, -4.4727, 0.3498], [-1.2939, -2.0344, -0.1382], [0.3688, -3.1926, -3.4336], [-3.2124, -0.9668, -2.3906], [-0.1663, -2.6668, -4.2286], [-1.7732, -3.2058, -1.8709], [0.6155, -1.4123, -2.2684], [2.0330, -0.3160, 4.2276], [3.2645, 2.3240, 1.0470], [1.4281, -3.2098, -3.7008], [-1.3313, -0.6463, -3.0379], [3.4365, 0.0439, -2.8882], [4.8641, -0.0275, -0.8448], [-3.1960, 1.0800, -2.9783], [2.9249, -1.2554, -1.7975], [0.7961, -2.9019, -1.3465], [-1.7747, -5.0695, 1.2515], [2.3446, -2.2590, 2.7231], [-1.4658, 3.8168, 3.9998], [-4.5182, 6.4270, 2.0570], [-3.5141, -0.0779, -4.2991], [3.1674, -1.9396, 0.4221], [-0.7593, -4.8415, -0.1817], [-2.5143, -4.5977, -0.2910], [3.9913, 1.4981, -1.0017], [-1.4709, -2.8135, 1.6736], [-4.7812, 0.2788, -3.1001], [0.2663, 2.1720, 4.3590], [2.0009, 0.2710, -1.8681]],
  "nbo_charge": [0.10, 2.24, 0.48, -0.89, -0.67, -0.64, -0.93, -0.60, -0.81, -0.77, -0.59, -0.47, -0.86, -0.60, -0.62, -0.42, 0.78, -0.38, -0.14, -0.18, 0.74, -0.37, -0.19, -0.33, -0.07, 0.23, -0.01, -0.60, -0.12, -0.21, -0.70, -0.44, 0.68, -0.51, 0.68, 0.19, 0.24, 0.19, 0.23, 0.24, 0.20, 0.39, 0.21, 0.21, 0.22, 0.21, 0.22, 0.19, 0.22, 0.42, 0.22, 0.22, 0.22, 0.25, 0.21, 0.21, 0.39, 0.23, 0.42, 0.21],
  "homo_lumo_gap_ha": 0.23347,
  "homo_ev": -4.602,
  "total_charge": -1,
  "spin_multiplicity": 1,
  "e_above_lowest_kcal_mol": 18.6
}

---

[5]
{
  "formula": "C31H24N11O7PdS",
  "method": "the ωB97M-V functional and the def2-TZVPD basis",
  "species": ["Pd", "S", "O", "O", "O", "O", "O", "O", "O", "N", "N", "N", "N", "N", "N", "N", "N", "N", "N", "N", "C", "C", "C", "C", "C", "C", "C", "C", "C", "C", "C", "C", "C", "C", "C", "C", "C", "C", "C", "C", "C", "C", "C", "C", "C", "C", "C", "C", "C", "C", "C", "H", "H", "H", "H", "H", "H", "H", "H", "H", "H", "H", "H", "H", "H", "H", "H", "H", "H", "H", "H", "H", "H", "H", "H"],
  "xyz": [[-0.7269, -1.7570, -0.1752], [-1.1359, -3.5292, 1.1765], [-0.8668, 5.9704, -3.2765], [1.6192, -0.0645, -2.3108], [-2.0283, 2.7874, 1.9620], [-0.2995, 1.1993, 0.6046], [0.3644, 4.6384, -4.4428], [-0.5141, -0.4873, -1.7304], [-3.9720, 2.9596, -0.6866], [-4.5904, -3.6560, 2.7708], [1.1699, -2.3033, -0.4404], [-0.3060, 4.9124, -3.4693], [5.1876, -2.7760, -2.3490], [3.0422, -3.0026, -1.2776], [6.3668, -3.1852, -1.7978], [7.2759, -2.3433, -2.0736], [-3.2842, -1.8648, 1.2346], [-2.6089, -1.1762, 0.4503], [-2.0591, 3.5634, 0.7675], [-3.5197, -4.0224, 2.1249], [6.4863, 0.6720, -4.0665], [4.5231, -0.7333, -3.7130], [4.0373, -3.5978, -2.1672], [-1.1510, 3.2740, -0.2311], [5.1139, 0.3943, -4.2359], [-0.3990, 2.0071, -0.3197], [-6.3986, -1.2085, 4.8035], [0.5315, 0.2837, -1.9100], [-1.0890, 4.2011, -1.2675], [7.3077, -0.1731, -3.3590], [-3.5345, 1.9033, -1.4242], [-0.3713, 3.9035, -2.3991], [-3.3748, 2.2766, 1.7234], [0.2487, 2.6543, -2.6117], [-4.8094, -2.5285, 3.5878], [-3.2635, 0.8140, 1.4869], [-3.5220, 3.2854, 0.5811], [-3.1332, 0.6946, -1.0326], [-6.1258, -2.2698, 3.9593], [-3.0662, 0.1875, 0.3220], [1.0259, -3.1027, -2.7980], [6.7214, -1.3212, -2.8213], [1.7332, -2.8057, -1.5284], [-5.3630, -0.4215, 5.2889], [2.1489, -2.1314, 0.5172], [-3.7613, -1.7564, 4.0839], [-4.0477, -0.7066, 4.9359], [0.1788, 1.7204, -1.6332], [3.3191, -2.5699, 0.0025], [-2.7316, -3.1299, 1.5434], [5.3658, -1.5877, -3.0024], [-6.9283, -2.8910, 3.5798], [0.1514, -2.4594, -2.8606], [6.8936, 1.5742, -4.5022], [-4.0197, 2.4853, 2.5768], [-7.4208, -1.0002, 5.0873], [3.4623, -0.9070, -3.8147], [1.6549, -2.8933, -3.6617], [-2.8250, 0.0208, -1.8184], [8.3605, 0.0284, -3.2193], [0.7206, 2.4441, -3.5607], [-5.5766, 0.4013, 5.9572], [-5.2550, -4.4139, 2.8758], [3.5553, -3.8374, -3.1130], [4.5034, 1.0977, -4.7866], [-2.7322, -1.9965, 3.8493], [4.3137, -2.6108, 0.4112], [0.7113, -4.1471, -2.8438], [1.9329, -1.7049, 1.4801], [-1.5963, 5.1514, -1.1847], [4.4051, -4.5164, -1.7131], [-3.2372, -0.1168, 5.3431], [-3.5951, 2.1398, -2.4778], [-4.1087, 4.1552, 0.8623], [-3.1221, 0.2397, 2.3933]],
  "mulliken_charge": [0.60, -0.50, -0.58, -0.54, -0.36, -0.57, -0.57, -0.62, -0.37, 0.27, 0.44, 1.02, 0.69, 0.24, -0.59, -0.54, -0.29, -0.06, 0.29, -0.89, -0.52, -0.34, -1.21, -0.30, -0.68, 0.98, -0.49, 0.16, -0.12, -0.73, -0.47, -0.49, -0.09, -0.33, 0.83, -0.70, -0.44, -0.43, -0.59, 1.03, -1.44, 0.21, 0.87, -0.67, -1.26, -0.41, -0.43, 0.28, -0.26, 0.54, 1.25, 0.40, 0.09, 0.38, 0.70, 0.40, 0.17, 0.41, 0.33, 0.43, 0.68, 0.43, 0.27, 0.59, 0.40, 0.52, 0.52, 0.39, 0.48, 0.65, 0.30, 0.47, 0.51, 0.39, 0.25],
  "homo_lumo_gap_ha": [0.09809, 0.10694],
  "homo_ev": [-9.728, -9.763],
  "total_charge": 1,
  "spin_multiplicity": 1,
  "e_above_lowest_kcal_mol": 24.7
}

---

[6]
{
  "formula": "H4IO2",
  "method": "the ωB97M-V functional and the def2-TZVPD basis",
  "species": ["I", "O", "O", "H", "H", "H", "H"],
  "xyz": [[-0.1140, 0.1631, 0.0373], [3.3545, 0.5645, 1.0024], [-3.4357, -0.7920, -1.0253], [-2.6115, -0.2766, -0.9453], [-3.1488, -1.6688, -0.7543], [2.4467, 0.4978, 0.6387], [3.5088, 1.5121, 1.0465]],
  "nbo_charge": [-0.96, -0.98, -0.98, 0.50, 0.46, 0.50, 0.45],
  "homo_lumo_gap_ha": 0.28141,
  "homo_ev": -4.009,
  "total_charge": -1,
  "spin_multiplicity": 1,
  "e_above_lowest_kcal_mol": 0.6
}